Entry from OMol25: 13 unconnected molecules or ions with the total composition C24H74O13 (ωB97M-V/def2-TZVPD).

## Properties
DFT total energy: -1936.90750 hartree
2S+1: 1
HOMO-LUMO gap: 0.370 Eh

```
111
Properties=species:S:1:pos:R:3:forces:R:3:lowdin_charge:R:1
O 13.090 -21.074 2.655 -0.2 0.7 0.0 -0.035
H 13.921 -21.061 2.152 -0.3 -0.2 -0.2 0.025
H 13.062 -21.898 3.130 0.1 -0.6 0.3 0.063
O 14.547 -20.845 0.311 -1.3 1.1 0.7 -0.031
H 15.222 -20.346 0.793 0.2 0.6 0.2 0.003
H 15.002 -21.525 -0.112 1.0 -1.9 -1.2 0.030
O 15.647 -19.030 1.737 -0.2 0.6 -0.1 -0.041
H 15.744 -18.967 2.693 0.0 0.0 0.2 0.056
H 14.950 -18.385 1.487 0.3 -0.2 0.3 0.057
O 10.040 -21.531 1.105 -0.2 -0.5 1.0 -0.049
H 10.619 -21.296 1.851 0.1 -0.1 -0.5 0.028
H 10.228 -20.840 0.475 0.2 0.5 -0.3 -0.002
O 14.560 -19.938 4.843 0.9 0.4 1.0 -0.053
H 14.157 -19.484 5.598 0.1 -0.1 -0.1 0.037
H 13.858 -20.052 4.222 -0.9 -0.4 -0.8 -0.040
C 8.631 -16.408 6.749 -0.8 0.6 -0.7 -0.046
C 10.010 -15.964 6.361 0.5 -0.4 -0.1 -0.466
C 10.168 -14.449 6.201 -1.4 -0.1 0.1 -0.035
O 10.923 -16.429 7.383 -0.4 0.1 -0.1 -0.066
H 7.933 -15.846 6.099 0.1 -0.6 0.2 0.089
H 8.447 -16.076 7.752 -0.3 -0.1 0.7 0.075
H 8.452 -17.495 6.638 0.2 0.6 0.1 0.082
H 10.218 -16.501 5.442 0.5 0.2 -0.4 0.107
H 9.708 -13.972 7.089 0.2 0.0 -0.4 0.098
H 9.632 -14.100 5.302 0.1 -0.2 0.4 0.064
H 11.182 -14.084 6.098 0.4 -0.2 0.0 0.070
H 11.597 -15.755 7.415 0.6 0.1 0.3 0.079
C 12.491 -20.738 8.597 0.8 -1.1 -0.1 -0.071
C 11.723 -20.131 7.443 0.2 -0.4 0.3 -0.519
C 10.306 -20.030 7.955 -0.9 -0.5 -1.1 -0.055
O 12.215 -18.858 7.144 0.8 0.3 -0.8 -0.068
H 12.037 -21.725 8.798 0.6 0.2 0.1 0.085
H 12.337 -20.125 9.462 -0.2 0.4 0.7 0.072
H 13.594 -20.823 8.500 -0.7 -0.1 -0.4 0.089
H 11.834 -20.770 6.541 -0.3 0.3 0.4 0.143
H 10.254 -19.201 8.656 -0.2 0.1 0.1 0.089
H 10.124 -20.948 8.502 -0.6 -0.1 0.1 0.073
H 9.535 -19.917 7.152 0.6 0.0 0.6 0.086
H 11.628 -18.190 7.509 -0.1 0.5 -0.1 0.037
C 12.231 -12.333 2.932 0.2 -0.7 1.6 -0.069
C 11.408 -11.062 3.009 0.4 -0.8 0.6 -0.528
C 10.461 -11.118 4.190 0.0 0.2 0.2 -0.058
O 12.342 -10.017 3.198 0.1 0.4 -0.3 -0.042
H 12.622 -12.530 4.009 -0.6 0.0 -1.7 0.110
H 13.117 -12.126 2.317 -0.4 -0.4 -0.1 0.080
H 11.609 -13.204 2.578 0.9 0.8 0.3 0.070
H 10.874 -10.938 2.080 -0.3 0.2 -0.5 0.129
H 9.826 -11.992 4.106 -0.2 -0.2 0.1 0.052
H 9.817 -10.237 4.279 0.1 0.0 -0.1 0.080
H 11.080 -11.179 5.097 -0.3 -0.1 -0.2 0.089
H 11.865 -9.228 2.951 0.1 0.6 0.1 0.084
C 8.504 -14.256 2.434 0.1 -0.2 2.0 -0.066
C 7.995 -15.573 1.921 1.2 -0.6 1.0 -0.429
C 9.009 -16.218 0.990 -1.2 1.2 -0.6 -0.058
O 7.920 -16.494 3.079 -0.5 0.6 -0.7 -0.081
H 8.550 -13.430 1.764 -0.2 0.3 -1.1 0.075
H 9.522 -14.407 2.781 0.3 0.0 0.3 0.062
H 7.896 -13.915 3.298 0.3 -0.3 -0.4 0.092
H 7.025 -15.377 1.526 -0.9 -0.5 -0.6 0.123
H 9.786 -16.532 1.641 0.9 -0.3 0.2 0.046
H 9.394 -15.489 0.262 -0.1 -0.4 0.1 0.090
H 8.554 -17.067 0.505 0.0 -0.4 -0.3 0.073
H 7.829 -17.393 2.721 0.0 0.4 0.2 0.064
C 8.355 -20.049 3.969 -0.5 -1.0 -0.2 -0.045
C 7.924 -21.570 4.102 -0.5 2.1 0.9 -0.498
C 6.674 -21.654 3.271 0.2 -1.4 -0.8 -0.067
O 8.920 -22.391 3.659 1.2 -1.2 -0.1 -0.027
H 9.385 -19.823 4.190 0.2 -0.1 0.9 0.046
H 7.635 -19.433 4.497 0.2 0.3 0.2 0.076
H 8.300 -19.787 2.905 -0.3 -0.1 0.0 0.066
H 7.732 -21.899 5.145 0.0 0.6 -0.4 0.146
H 6.885 -21.248 2.288 0.0 0.1 -0.3 0.078
H 5.882 -21.108 3.688 -1.1 1.0 0.7 0.062
H 6.308 -22.671 3.116 0.2 -0.1 0.2 0.087
H 9.144 -22.077 2.789 0.2 -0.2 -1.0 0.030
C 13.267 -15.560 -1.207 -0.3 0.9 0.0 -0.046
C 12.950 -14.512 -0.115 0.1 -1.0 -0.5 -0.480
C 12.389 -13.235 -0.709 0.1 0.5 0.3 -0.052
O 11.926 -14.991 0.732 -0.5 -0.9 0.5 -0.111
H 12.375 -15.686 -1.829 0.1 -0.2 0.1 0.080
H 13.610 -16.514 -0.840 -0.1 -0.3 0.5 0.051
H 14.060 -15.196 -1.843 0.3 0.3 -0.3 0.073
H 13.862 -14.342 0.487 -0.2 0.2 -0.2 0.140
H 11.516 -13.427 -1.347 -0.1 -0.1 0.5 0.087
H 13.073 -12.712 -1.365 0.6 0.0 -0.1 0.074
H 12.168 -12.540 0.123 -0.3 -0.3 -0.5 0.066
H 12.096 -15.926 1.009 0.2 0.8 -0.4 0.057
C 13.203 -16.236 3.549 -1.4 -0.9 -1.2 -0.007
C 12.799 -17.665 3.044 1.4 0.8 0.0 -0.415
C 11.448 -18.158 3.505 0.1 -0.2 -0.2 -0.039
O 12.929 -17.567 1.585 -0.4 -1.0 0.6 -0.110
H 14.233 -16.116 3.249 0.4 0.4 0.3 0.076
H 13.029 -16.168 4.609 0.3 0.1 0.5 0.069
H 12.594 -15.446 3.047 0.4 -0.6 0.3 0.071
H 13.604 -18.360 3.403 -0.8 0.6 -0.3 0.097
H 11.447 -18.286 4.588 0.0 0.5 0.2 0.075
H 11.228 -19.171 3.161 0.1 0.1 -0.5 0.059
H 10.668 -17.480 3.152 -0.1 -0.1 0.4 0.070
H 12.521 -18.393 1.214 0.1 0.8 0.0 0.062
C 11.664 -20.477 -2.000 -1.7 1.6 -0.7 -0.029
C 11.647 -19.173 -1.210 0.3 0.3 -0.3 -0.460
C 10.408 -18.323 -1.469 -0.6 -1.5 -0.6 -0.040
O 11.683 -19.578 0.163 1.2 0.0 0.5 -0.118
H 12.565 -21.001 -1.871 1.1 -0.8 0.3 0.059
H 11.496 -20.277 -3.063 0.2 -0.1 0.0 0.089
H 10.785 -21.022 -1.650 0.2 -0.4 -0.1 0.087
H 12.500 -18.494 -1.450 -0.2 -0.7 0.2 0.136
H 10.425 -17.386 -0.948 0.1 0.4 0.3 0.040
H 9.465 -18.879 -1.190 0.9 0.5 -0.3 0.104
H 10.400 -18.139 -2.564 -0.2 0.1 0.6 0.097
H 12.481 -20.162 0.286 -0.8 0.4 -0.2 0.086
```
Positions in Å, forces in eV/Å.

***

Entry from OMol25: a molecular structure, C13H16InN3O3 (ωB97M-V/def2-TZVPD).

## Properties
Net charge: +2
DFT total energy: -1084.35289 hartree
2S+1: 1
HOMO-LUMO gap: 0.065 Eh

```
36
Properties=species:S:1:pos:R:3:forces:R:3:lowdin_charge:R:1
In 0.305 -0.956 -4.632 -0.5 0.6 0.9 1.031
O -1.472 0.758 -0.715 -0.5 0.4 -1.3 0.060
C -0.890 0.514 -1.931 1.0 -1.1 -1.7 -0.856
O -1.627 0.540 -2.944 -0.1 0.0 0.4 -0.106
O 0.328 0.195 -1.988 0.5 -0.1 0.9 -0.183
H -2.323 1.004 -1.144 -0.2 0.1 1.2 0.127
N 2.598 -0.112 -0.073 0.6 0.9 0.1 0.080
C 3.169 -0.764 1.025 -2.4 0.1 0.0 0.003
C 4.252 -0.052 1.459 1.4 1.0 -1.4 -0.024
C 4.485 0.921 0.461 1.2 0.3 2.9 -0.004
C 3.372 0.972 -0.361 -1.0 -0.8 -0.2 -0.006
H 1.647 -0.084 -0.441 -0.3 -0.8 -0.2 0.114
H 2.662 -1.565 1.541 0.0 -0.2 -0.3 0.136
H 4.837 -0.170 2.355 0.1 -0.4 -0.1 0.126
H 5.301 1.611 0.614 -0.1 0.2 -0.7 0.125
H 3.011 1.763 -0.998 0.2 -0.2 -0.3 0.146
N -3.294 -3.782 -3.048 0.4 1.1 0.9 0.065
C -3.010 -2.621 -2.357 -0.2 -0.1 -0.6 -0.039
C -1.767 -2.760 -1.763 0.5 -0.2 0.6 -0.083
C -1.324 -4.051 -2.029 0.2 -0.3 -0.5 -0.061
C -2.268 -4.667 -2.848 -0.8 -0.2 0.4 -0.036
H -4.205 -3.898 -3.462 0.2 -0.5 -0.3 0.168
H -3.685 -1.781 -2.359 0.0 -0.1 -0.1 0.132
H -1.244 -2.083 -1.108 -0.3 0.3 -0.2 0.102
H -0.425 -4.535 -1.683 0.0 0.1 0.0 0.113
H -2.361 -5.709 -3.109 0.1 0.1 -0.3 0.134
N -1.775 3.219 3.137 0.9 0.1 -0.8 0.087
C -1.006 2.543 2.236 -0.4 -1.3 0.0 0.008
C 0.339 2.611 2.633 0.5 0.8 0.4 -0.025
C 0.393 3.482 3.703 -0.2 0.1 0.5 -0.020
C -0.931 3.857 3.995 -0.6 -0.1 0.3 0.017
H -2.780 3.297 3.114 0.0 0.1 0.0 0.179
H -1.387 1.909 1.448 -0.3 0.3 0.0 0.115
H 1.197 2.104 2.225 -0.2 -0.1 -0.3 0.103
H 1.238 3.798 4.292 0.1 0.0 -0.1 0.124
H -1.359 4.491 4.756 0.3 0.1 0.1 0.147
```
Positions in Å, forces in eV/Å.

***

Entry from OMol25: C6H13N in the gas phase (ωB97M-V/def2-TZVPD).

## Properties
DFT total energy: -290.91865 hartree
2S+1: 1
HOMO-LUMO gap: 0.178 Eh

```
20
Properties=species:S:1:pos:R:3:forces:R:3:lowdin_charge:R:1
C -1.272 1.580 -1.694 1.2 0.4 2.5 -0.195
C -1.376 0.202 -1.231 -1.9 -1.1 -0.6 -0.181
C -0.758 -0.178 0.329 1.3 -0.8 0.3 -0.147
C 1.484 -0.883 -0.202 -0.1 -1.4 -0.9 -0.111
C 0.249 -1.174 0.653 0.8 3.3 -0.6 -0.292
C 0.639 -1.261 2.094 -0.3 -2.0 1.1 -0.111
N -0.033 2.262 -1.340 -1.2 -2.1 -1.2 -0.001
H -2.110 2.201 -1.372 -0.1 -0.1 -0.5 0.079
H 1.210 -1.031 -1.258 0.2 0.1 0.1 0.074
H -1.063 -0.704 -1.746 0.8 0.5 -0.6 0.100
H -2.436 -0.016 -1.054 -0.1 0.1 -0.5 0.084
H -0.064 0.678 0.299 -0.5 1.1 0.4 0.073
H -1.654 -0.198 0.930 0.3 0.4 0.7 0.106
H 1.921 0.131 -0.146 -0.5 0.1 0.4 0.085
H 2.336 -1.551 -0.037 -0.2 -0.1 0.2 0.076
H 1.368 -0.506 2.418 -0.2 0.4 -0.5 0.086
H -0.171 -1.237 2.836 -0.1 0.1 -0.4 0.078
H 1.186 -2.197 2.293 -0.1 0.1 0.0 0.075
H -0.075 2.395 -0.311 0.1 0.4 0.1 0.078
H 0.616 1.485 -1.460 0.7 0.7 0.0 0.043
```
Positions in Å, forces in eV/Å.

***

In the order shown, the computed max |F| values come out to 2.47, 3.19, 3.45 eV Å⁻¹.
In the order shown, the computed HOMO values come out to -9.74, -13.25, -6.30 eV.
In the order shown, the computed LUMO level values come out to 0.317, -11.479, -1.453 eV.